i | Entry from the Open Molecules 2025 dataset: a cluster of 11 separate species, C11H44N22O11 in total (ωB97M-V/def2-TZVPD).

Last column: Mulliken charge in e.
Geometry (Å):
N (-2.6988, 2.5785, 1.1531)  -0.081
C (-3.6052, 1.8850, 0.5873)  0.428
N (-4.2415, 2.4185, -0.4689)  -0.673
O (-3.8473, 0.7108, 0.9327)  -0.854
H (-2.2419, 2.1817, 1.9369)  0.304
H (-2.3545, 3.4293, 0.7243)  0.176
H (-4.3709, 1.7463, -1.1895)  0.202
H (-3.6396, 3.1363, -0.9130)  0.469
N (1.7541, -1.7863, 5.1804)  -0.497
C (1.3810, -0.7690, 4.3886)  0.509
N (2.4311, -0.0564, 3.9774)  -0.347
O (0.2432, -0.5642, 4.0064)  -0.762
H (1.0104, -2.0433, 5.8110)  0.302
H (2.6638, -1.7061, 5.6583)  0.196
H (2.2706, 0.5244, 3.1493)  0.165
H (3.3490, -0.4203, 4.1903)  0.212
N (-0.6196, 2.4658, 3.5097)  -0.149
C (-1.2246, 2.7044, 4.6204)  0.559
N (-1.7783, 1.5363, 5.0433)  -0.381
O (-1.4875, 3.7641, 5.1290)  -0.680
H (0.0533, 3.0994, 3.1408)  0.189
H (-0.2041, 1.5393, 3.3978)  -0.102
H (-1.3958, 0.6755, 4.6571)  0.309
H (-2.0595, 1.5237, 6.0064)  0.223
N (-3.3582, -4.0617, 0.5032)  -0.544
C (-3.4334, -2.7773, 0.1728)  0.536
N (-3.7528, -2.0675, 1.2728)  -0.397
O (-3.1529, -2.2118, -0.8337)  -0.617
H (-2.6536, -4.5653, -0.0622)  0.305
H (-3.3048, -4.1390, 1.5048)  0.228
H (-3.9714, -1.0923, 1.0437)  0.321
H (-4.3147, -2.4602, 2.0013)  0.239
N (-0.0813, 3.6496, -1.4103)  -0.246
C (-1.2292, 3.6565, -1.9610)  0.668
N (-1.2164, 3.4480, -3.2534)  -0.303
O (-2.3009, 3.9836, -1.3840)  -0.915
H (0.7541, 3.3826, -1.9280)  0.229
H (-0.0240, 3.6305, -0.3931)  0.179
H (-0.4408, 3.0456, -3.7777)  0.199
H (-2.0966, 3.4767, -3.7181)  0.222
N (3.3110, 0.2988, -2.9696)  -0.328
C (2.1439, 0.7658, -3.3752)  0.532
N (1.5358, 0.0519, -4.3348)  -0.446
O (1.6153, 1.7199, -2.8190)  -0.641
H (3.7818, 0.7461, -2.2025)  0.168
H (3.7743, -0.5161, -3.3667)  0.162
H (0.5357, 0.2182, -4.3944)  0.271
H (1.8425, -0.9103, -4.3507)  0.248
N (-0.6304, 0.5866, -0.9534)  1.539
C (-0.2056, 0.2411, 0.2745)  -0.656
N (-1.0493, -0.4725, 1.0583)  0.546
O (0.9003, 0.5748, 0.6588)  -0.538
H (-0.0058, 1.0215, -1.6154)  -0.518
H (-1.6144, 0.4999, -1.1187)  -0.192
H (-2.0560, -0.3851, 0.9098)  -0.104
H (-0.8022, -0.5247, 2.0463)  0.180
N (3.6580, 2.3013, -0.2860)  -0.293
C (4.8616, 2.3666, 0.3273)  0.590
N (5.6936, 3.1259, -0.3871)  -0.443
O (5.0941, 1.8502, 1.3943)  -0.606
H (2.9803, 1.7207, 0.1940)  0.080
H (3.3530, 2.9315, -0.9983)  0.246
H (6.6734, 3.0642, -0.1836)  0.261
H (5.4679, 3.3719, -1.3359)  0.182
N (-0.2128, -2.7825, -1.2508)  0.210
C (0.2531, -3.9604, -0.9764)  0.445
N (-0.6957, -4.9170, -1.2667)  -0.531
O (1.2894, -4.3183, -0.5005)  -0.802
H (0.3047, -1.9732, -0.8807)  0.047
H (-1.2139, -2.6866, -1.2087)  0.074
H (-0.4939, -5.7408, -0.7128)  0.236
H (-0.9356, -5.0728, -2.2372)  0.179
N (3.8789, -3.3616, -0.4110)  -0.450
C (3.8065, -2.5726, 0.6870)  0.502
N (2.6385, -2.5501, 1.4109)  -0.140
O (4.7474, -1.8911, 1.0165)  -0.697
H (3.0168, -3.8159, -0.7719)  0.389
H (4.6156, -2.9579, -1.0049)  0.231
H (2.7860, -2.3797, 2.3861)  0.123
H (1.9356, -3.2338, 1.0953)  0.218
N (-2.3822, -1.5605, -3.8894)  -0.500
C (-2.2433, -0.2359, -3.9011)  0.742
N (-3.3466, 0.3207, -3.5256)  -0.342
O (-1.3467, 0.4103, -4.3988)  -0.739
H (-2.9253, -1.9345, -3.1119)  0.162
H (-1.5755, -2.0913, -4.1757)  0.255
H (-4.2348, -0.1400, -3.6190)  0.196
H (-3.3354, 1.3251, -3.3312)  0.128

Calculated values
Orbital gap: 0.3451 Eh
HOMO level: -0.342 Ha
Multiplicity: 1
LUMO: 0.08 eV
Molecular weight: 660.6 g mol⁻¹
SMILES string: NC(N)=O.NC(N)=O.NC(N)=O.NC(N)=O.NC(N)=O.NC(N)=O.NC(N)=O.NC(N)=O.NC(N)=O.NC(N)=O.NC(N)=O


ii | Entry from the Open Molecules 2025 dataset: a cluster of 11 separate species, C11H44N22O11 in total (ωB97M-V/def2-TZVPD).

Last column: Mulliken charge in e.
Geometry (Å):
N (-1.4203, -1.2930, 4.3902)  -0.328
C (-2.5700, -0.7099, 4.6560)  0.480
N (-2.8552, 0.2316, 3.7751)  -0.147
O (-3.2259, -1.0419, 5.6201)  -0.702
H (-1.1083, -1.8517, 5.1717)  0.287
H (-0.8219, -0.5603, 4.0365)  0.091
H (-2.2843, 0.3296, 2.9478)  0.135
H (-3.6806, 0.7697, 3.9971)  0.194
N (0.1876, 3.1999, 3.8643)  -0.269
C (0.3336, 1.9617, 4.0622)  0.533
N (0.6494, 1.6557, 5.2534)  -0.428
O (0.0159, 1.1052, 3.2809)  -0.607
H (0.3288, 3.8373, 4.6350)  0.186
H (-0.0454, 3.4791, 2.9221)  0.267
H (0.7146, 2.3924, 5.9412)  0.113
H (0.9381, 0.7170, 5.4888)  0.251
N (0.1921, 0.2988, -1.6334)  0.955
C (0.5876, -0.4459, -0.6405)  0.268
N (0.1843, 0.0185, 0.5017)  1.652
O (1.3898, -1.2947, -0.7925)  -0.779
H (0.4131, 0.1774, -2.6114)  -0.227
H (-0.6807, 0.7926, -1.5127)  -0.331
H (-0.1661, 0.9635, 0.5674)  -1.059
H (0.5084, -0.2992, 1.4040)  0.087
N (-1.5542, -2.4079, 0.3646)  0.266
C (-2.7227, -1.8732, 0.2691)  0.281
N (-3.7024, -2.7147, 0.3643)  -0.296
O (-2.8184, -0.6782, 0.0200)  -0.863
H (-0.8488, -1.7333, 0.6244)  -0.126
H (-1.4442, -3.4077, 0.4568)  0.063
H (-3.3311, -3.6536, 0.3912)  0.106
H (-4.6875, -2.5426, 0.2223)  0.254
N (-1.5237, 2.1492, -3.5203)  0.024
C (-1.6554, 3.2562, -4.2265)  0.569
N (-1.1411, 3.1113, -5.3933)  -0.209
O (-2.3269, 4.2185, -3.8423)  -0.749
H (-1.1442, 1.2755, -3.8561)  -0.031
H (-1.7858, 2.2001, -2.5462)  0.076
H (-1.4262, 3.6454, -6.2017)  0.213
H (-0.5024, 2.3293, -5.4179)  0.153
N (-3.1091, -1.0018, -2.7824)  -0.229
C (-2.1425, -1.4551, -3.5163)  0.409
N (-1.4252, -2.2264, -2.7800)  -0.132
O (-2.0102, -1.2614, -4.6719)  -0.626
H (-2.8435, -0.9852, -1.8081)  -0.012
H (-3.6867, -0.3203, -3.2535)  0.290
H (-0.5762, -2.5602, -3.2134)  0.125
H (-1.9505, -2.6306, -2.0179)  0.224
N (1.8253, -4.3427, -0.3535)  -0.331
C (0.7774, -5.1003, -0.0697)  0.618
N (0.5126, -4.8442, 1.1829)  -0.409
O (0.1360, -5.7730, -0.9276)  -0.748
H (2.3038, -3.8341, 0.3762)  0.481
H (1.9773, -4.1552, -1.3342)  0.175
H (-0.3063, -5.3335, 1.5146)  0.192
H (1.1045, -4.2720, 1.7680)  0.215
N (-2.3878, 1.7665, 1.2407)  -0.003
C (-1.6489, 2.5779, 0.5993)  -0.001
N (-1.3130, 3.5353, 1.3764)  -0.590
O (-1.3166, 2.5775, -0.6011)  -0.639
H (-2.8883, 0.9398, 0.9470)  0.350
H (-2.6199, 2.1702, 2.1369)  0.164
H (-1.5627, 3.6672, 2.3461)  0.267
H (-0.8464, 4.2936, 0.8995)  0.166
N (2.8700, 2.3184, 0.2777)  -0.226
C (3.4483, 2.7701, 1.3600)  0.656
N (2.6499, 3.7110, 1.8239)  -0.335
O (4.4373, 2.3493, 1.9061)  -0.693
H (2.0179, 2.7933, 0.0160)  0.003
H (3.3972, 1.8125, -0.4197)  0.222
H (1.8832, 3.9775, 1.2229)  0.119
H (2.9579, 4.2515, 2.6196)  0.212
N (4.6181, -2.1996, 2.6709)  -0.380
C (3.6455, -2.0654, 1.8886)  0.441
N (3.7114, -1.0010, 1.1032)  -0.253
O (2.8469, -2.9486, 1.7054)  -0.774
H (5.3186, -1.5126, 2.4312)  0.170
H (4.7620, -3.0860, 3.1331)  0.297
H (2.9123, -1.0066, 0.4856)  -0.032
H (4.2286, -0.1711, 1.3557)  0.293
N (1.7952, -0.6177, -6.2616)  -0.425
C (1.2837, 0.3889, -5.7005)  0.789
N (1.9183, 0.7395, -4.5615)  -0.433
O (0.2422, 0.8957, -6.1299)  -0.770
H (1.4555, -0.9899, -7.1369)  0.234
H (2.4488, -1.0905, -5.6537)  0.141
H (1.4797, 1.4512, -3.9948)  0.259
H (2.6995, 0.1901, -4.2330)  0.171

Calculated values
Orbital gap: 0.2970 Eh
HOMO level: -0.312 Ha
Multiplicity: 1
LUMO: -0.42 eV
Molecular weight: 660.6 g mol⁻¹
SMILES string: NC(N)=O.NC(N)=O.NC(N)=O.NC(N)=O.NC(N)=O.NC(N)=O.NC(N)=O.NC(N)=O.NC(N)=O.NC(N)=O.NC(N)=O


The most stable arrangement is i, and the next structure is 561.0 kJ/mol less stable.